Density functional theory data (ωB97M-V/def2-TZVPD) for a 4-piece molecular cluster, C3H15NO3S overall at a distorted geometry.

ORCA input file:
```
! wB97M-V def2-TZVPD RIJCOSX def2/J DEFGRID3
* xyz 0 1
C -1.46 1.14 -0.34
C -0.01 1.59 0.14
C 0.91 0.55 0.63
S 2.43 1.48 1.26
N 0.51 2.38 -1.00
H -1.32 1.22 -1.43
H -1.74 0.15 -0.10
H -2.11 2.03 -0.27
H -0.24 2.22 1.06
H 1.20 -0.29 -0.03
H 0.65 0.01 1.58
H 2.28 2.33 0.29
H 0.24 3.36 -1.10
H 0.57 1.89 -1.85
H -2.21 -2.31 -2.53
H -1.50 -3.42 -2.46
O -1.48 -2.69 -3.05
H -2.23 -3.05 -0.04
H -0.94 -2.14 -0.55
O -1.56 -2.84 -0.75
H -0.09 -2.21 2.55
H -1.13 -2.29 1.51
O -0.79 -1.66 2.25
*
```

## Properties
Energy above the lowest of the compared OMol25 structures with the same formula, charge and spin = 208.37 kJ/mol
Maximum force = 3.61 eV/Å
Structure (SMILES) = C[C@H](N)CS.O.O.O
DFT total energy = -801.87032 hartree
HOMO-LUMO gap = 8.7 eV


Density functional theory data (ωB97M-V/def2-TZVPD) for a 5-piece molecular cluster, C3H15NO4 overall at a distorted geometry.

ORCA input file:
```
! wB97M-V def2-TZVPD RIJCOSX def2/J DEFGRID3
* xyz -1 2
N -0.79 -0.70 0.40
C -0.87 -1.93 -0.38
C 0.46 -3.87 -1.16
C 0.41 -2.74 -0.48
H 0.13 -0.31 0.57
H -1.20 -0.82 1.31
H -1.19 -1.73 -1.41
H -1.64 -2.53 0.10
H 1.36 -4.44 -1.32
H -0.34 -4.51 -1.52
H 1.34 -2.24 -0.22
H -1.89 2.80 -2.38
H -1.75 4.23 -1.89
O -1.24 3.51 -2.30
H 0.91 4.07 0.91
H 0.27 3.89 2.33
O 1.09 4.07 1.86
H 3.19 0.94 3.43
H 3.54 -0.42 2.98
O 2.76 0.16 3.04
H -1.05 1.20 -1.85
H -1.64 0.39 -0.63
O -1.87 0.99 -1.40
*
```

## Properties
Energy above the lowest of the compared OMol25 structures with the same formula, charge and spin = 144.97 kJ/mol
Maximum force = 1.57 eV/Å
DFT total energy = -478.92695 hartree
HOMO-LUMO gap (alpha / beta) = 2.4 / 10.1 eV


Density functional theory data (ωB97M-V/def2-TZVPD) for a 5-piece molecular cluster, C3H15NO4 overall at a distorted geometry.

ORCA input file:
```
! wB97M-V def2-TZVPD RIJCOSX def2/J DEFGRID3
* xyz 1 2
C -0.47 0.67 -2.42
C 0.81 0.40 -1.68
C 1.92 1.25 -1.69
N 0.88 -0.78 -1.10
H -0.39 1.58 -3.00
H -0.64 -0.25 -2.98
H -1.30 0.64 -1.71
H 2.84 0.90 -1.23
H 2.02 2.15 -2.26
H 0.05 -1.36 -0.87
H 1.68 -0.91 -0.47
H 0.77 -2.22 3.13
H -0.33 -1.23 2.59
O -0.11 -2.15 2.75
H -1.14 -2.52 0.73
H -1.40 -1.01 0.66
O -1.43 -1.82 0.12
H -0.93 1.09 1.34
H -1.97 0.61 2.33
O -1.16 0.32 1.89
H 0.65 2.03 -0.21
H 0.67 2.88 1.19
O 0.20 2.28 0.60
*
```

## Properties
Energy above the lowest of the compared OMol25 structures with the same formula, charge and spin = 0.00 kJ/mol
Maximum force = 1.78 eV/Å
DFT total energy = -478.72958 hartree
HOMO-LUMO gap (alpha / beta) = 10.7 / 6.9 eV


Density functional theory data (ωB97M-V/def2-TZVPD) for C3H16BCrN2O5P3 as an isolated structure at a distorted geometry.

ORCA input file:
```
! wB97M-V def2-TZVPD RIJCOSX def2/J DEFGRID3
* xyz 3 4
C 1.18 -3.12 -0.29
N 1.64 -1.74 -0.17
C 1.85 -1.05 -1.43
B 1.05 -1.00 0.96
O 1.25 -1.48 2.19
P -0.12 0.60 0.83
C -1.77 -0.30 0.36
P -2.83 0.84 -0.56
O -3.35 1.89 0.30
O -4.09 0.01 -1.21
O -2.00 1.35 -1.79
P 1.82 2.11 1.56
N 2.66 2.61 0.25
O 1.16 3.41 2.13
H 0.17 -3.15 -0.70
H 1.20 -3.60 0.68
H 1.83 -3.66 -0.97
H 1.70 0.02 -1.37
H 2.89 -1.22 -1.75
H 1.25 -1.49 -2.22
H 1.37 -0.85 2.91
H -0.17 1.47 -0.28
H -0.68 1.10 2.00
H -2.28 -0.61 1.26
H -1.54 -1.17 -0.26
H -3.79 -0.82 -1.61
H -1.76 0.67 -2.43
H 3.31 1.93 -0.13
H 3.20 3.47 0.43
H 0.93 4.08 1.46
Cr -6.08 -0.30 -0.14
*
```

## Properties
Maximum force = 4.20 eV/Å
DFT total energy = -2701.91210 hartree
HOMO-LUMO gap (alpha / beta) = 4.6 / 2.9 eV


Density functional theory data (ωB97M-V/def2-TZVPD) for C3H16CrO14S2 as an isolated structure at a distorted geometry.

ORCA input file:
```
! wB97M-V def2-TZVPD RIJCOSX def2/J DEFGRID3
* xyz -3 6
Cr 0.22 0.08 0.41
S -3.01 -0.84 0.43
O -1.77 -0.46 -0.04
O -2.90 -1.96 1.38
O -3.72 0.34 0.92
O -3.90 -1.08 -0.64
S -0.04 -1.71 3.45
O -1.00 -2.76 3.15
O 1.29 -2.19 3.83
O 0.13 -0.86 2.28
O -0.51 -0.85 4.53
C 0.96 -0.24 -3.69
C 0.39 0.98 -2.98
C -1.11 0.89 -3.15
O 0.67 1.03 -1.56
H 2.00 -0.38 -3.39
H 1.13 0.01 -4.74
H 0.41 -1.18 -3.67
H 0.71 1.93 -3.40
H -1.70 1.77 -2.89
H -1.49 0.13 -2.47
H -1.25 0.78 -4.22
O 0.17 1.90 1.31
H -0.03 2.74 1.77
O 0.45 -2.03 -0.20
H 1.31 -2.13 -0.61
H 0.04 -2.89 -0.28
O 2.79 2.57 1.55
H 3.07 2.72 0.65
H 1.93 2.15 1.47
O 2.42 -0.40 0.25
H 2.68 -0.90 1.02
H 3.17 -0.45 -0.34
O -1.54 1.23 3.27
H -1.19 0.49 3.77
H -0.78 1.58 2.80
*
```

## Properties
Maximum force = 6.81 eV/Å
DFT total energy = -3017.96126 hartree
HOMO-LUMO gap (alpha / beta) = 4.0 / 4.6 eV


Density functional theory data (ωB97M-V/def2-TZVPD) for a 4-piece molecular cluster, C3H16NO3S overall at a distorted geometry.

ORCA input file:
```
! wB97M-V def2-TZVPD RIJCOSX def2/J DEFGRID3
* xyz 1 1
C 1.19 -1.85 0.29
C 0.24 -0.73 -0.13
C -0.15 -0.81 -1.62
S -1.35 0.49 -2.02
N -0.98 -0.74 0.73
H 2.12 -1.81 -0.26
H 0.76 -2.79 -0.09
H 1.33 -1.84 1.36
H 0.69 0.26 0.02
H 0.76 -0.70 -2.22
H -0.46 -1.77 -2.04
H -2.49 -0.15 -2.09
H -1.73 -0.17 0.33
H -1.38 -1.69 0.82
H -0.79 -0.40 1.68
H 1.32 4.51 1.09
H 0.03 4.18 1.97
O 0.45 4.09 1.13
H -3.82 -3.32 0.94
H -3.18 -3.17 -0.56
O -3.43 -2.77 0.30
H 4.24 3.93 -0.24
H 3.17 3.17 0.35
O 3.45 4.07 0.27
*
```

## Properties
Energy above the lowest of the compared OMol25 structures with the same formula, charge and spin = 107.97 kJ/mol
Maximum force = 3.26 eV/Å
DFT total energy = -802.30981 hartree
HOMO-LUMO gap = 10.2 eV


Density functional theory data (ωB97M-V/def2-TZVPD) for a 5-piece molecular cluster, C3H17N2O3 overall at a distorted geometry.

ORCA input file:
```
! wB97M-V def2-TZVPD RIJCOSX def2/J DEFGRID3
* xyz 1 1
N 1.01 -1.28 1.59
C 1.69 -1.82 0.49
C 0.91 -3.01 -0.08
N -0.38 3.31 -0.26
C -0.56 2.76 1.00
H 0.83 -3.82 0.64
H 0.09 -0.89 1.35
H 1.41 -1.17 2.51
H 1.80 -1.07 -0.31
H 2.70 -2.12 0.78
H -0.05 -2.75 -0.51
H 1.47 -3.50 -0.88
H -0.63 4.26 -0.51
H -0.18 1.75 0.92
H -1.62 2.65 1.28
H -0.02 3.27 1.81
H 0.18 0.09 -1.76
H -1.87 1.12 -1.58
O -1.14 1.03 -0.94
H -1.69 0.10 0.37
H -2.44 -0.71 1.57
O -1.79 -0.75 0.85
H 0.41 -0.59 -3.11
H -0.20 2.64 -1.00
O 0.85 -0.38 -2.28
*
```

## Properties
Energy above the lowest of the compared OMol25 structures with the same formula, charge and spin = 838.93 kJ/mol
Maximum force = 1.57 eV/Å
DFT total energy = -459.22563 hartree
HOMO-LUMO gap = 3.1 eV


Density functional theory data (ωB97M-V/def2-TZVPD) for a 4-piece molecular cluster, C3H17N2O3 overall at a distorted geometry.

ORCA input file:
```
! wB97M-V def2-TZVPD RIJCOSX def2/J DEFGRID3
* xyz 1 1
N 0.69 0.51 1.05
C 0.00 1.42 0.00
C -0.33 2.79 0.68
C -1.23 0.50 -0.41
N -0.88 -0.86 -0.46
H 1.27 -0.23 0.55
H -0.07 0.01 1.54
H 1.16 1.01 1.81
H 0.61 1.60 -0.92
H -1.21 3.11 1.08
H 0.01 3.70 0.25
H 0.19 2.72 1.63
H -2.12 0.57 0.07
H -1.63 0.97 -1.39
H -1.60 -1.53 -0.49
H -0.42 -1.16 -1.33
H 2.51 -2.26 -0.42
H 3.01 -1.09 -1.33
O 2.60 -1.28 -0.49
H -1.63 -1.19 -4.43
H -1.45 -2.59 -3.56
O -1.36 -1.68 -3.51
H -0.11 -2.03 3.53
H 1.45 -1.63 3.35
O 0.55 -1.36 3.21
*
```

## Properties
Energy above the lowest of the compared OMol25 structures with the same formula, charge and spin = 250.17 kJ/mol
Maximum force = 6.13 eV/Å
DFT total energy = -459.44987 hartree
HOMO-LUMO gap = 10.4 eV


Density functional theory data (ωB97M-V/def2-TZVPD) for a 6-piece molecular cluster, C3H17NO4 overall at a distorted geometry.

ORCA input file:
```
! wB97M-V def2-TZVPD RIJCOSX def2/J DEFGRID3
* xyz 0 1
C -1.41 -1.69 1.29
C -0.90 -0.81 0.15
C -1.25 0.65 0.30
N -1.49 -1.32 -1.02
H -1.17 -2.76 1.24
H -2.49 -1.62 1.42
H -0.98 -1.38 2.25
H 0.24 -1.03 0.15
H -0.91 1.06 -0.70
H -0.89 0.97 1.26
H -2.34 0.75 0.26
H -0.94 -0.75 -1.79
H -1.30 -2.29 -1.19
H 1.09 1.42 -1.90
H -0.74 0.60 -3.25
O -0.25 0.50 -2.44
H 1.06 1.16 1.72
H 2.68 -0.42 -0.55
O 1.35 2.08 1.55
H 3.07 -0.81 -0.05
H 1.52 -0.85 2.59
O 1.03 -0.46 1.85
H 1.56 2.82 -2.13
H 1.64 2.12 0.63
O 1.82 2.04 -1.65
*
```

## Properties
Energy above the lowest of the compared OMol25 structures with the same formula, charge and spin = 876.53 kJ/mol
Maximum force = 4.01 eV/Å
DFT total energy = -479.87321 hartree
HOMO-LUMO gap = 4.3 eV


Density functional theory data (ωB97M-V/def2-TZVPD) for a 5-piece molecular cluster, C3H17NO4 overall at a distorted geometry.

ORCA input file:
```
! wB97M-V def2-TZVPD RIJCOSX def2/J DEFGRID3
* xyz 1 2
C 0.91 1.24 0.70
N 1.47 0.09 -0.05
C 1.07 -1.07 0.53
C 1.02 0.08 -1.48
H 1.38 1.32 1.73
H -0.17 1.01 0.93
H 0.92 2.23 0.22
H 1.45 -1.88 -0.12
H 1.38 -1.28 1.62
H -0.05 -1.09 0.67
H 1.72 -0.67 -1.93
H 1.22 1.12 -1.80
H -0.18 -0.06 -1.40
H -2.47 0.52 2.40
H -2.58 0.42 0.83
O -2.72 -0.11 1.68
H -2.15 1.87 -1.22
H -2.32 0.33 -1.05
O -2.74 1.21 -0.84
H 4.77 0.65 0.28
H 3.23 0.10 -0.01
O 4.20 -0.08 0.19
H -2.58 -1.43 0.20
H -2.98 -1.81 -1.34
O -2.35 -1.45 -0.81
*
```

## Properties
Energy above the lowest of the compared OMol25 structures with the same formula, charge and spin = 138.23 kJ/mol
Maximum force = 6.28 eV/Å
DFT total energy = -479.82072 hartree
HOMO-LUMO gap (alpha / beta) = 12.0 / 6.5 eV


Q: Which of these has the highest DFT total energy?
A: number 7


Q: The highest maximum force belongs to which entry?
A: C3H16CrO14S2


Q: Look up the maximum force of the first one.
A: 3.61 eV/Å